A single C8H19PS molecule, computed with the ωB97M-V functional and the def2-TZVPD basis.

Computed properties:
E_LUMO in eV: 0.769
Net charge: 0
Highest occupied orbital energy in eV: -8.3
Orbital gap in eV: 9.07
SMILES string: CP(C)C(C)(C)C(C)(C)S

The geometry in XYZ format:
```
29
C8H19PS (the ωB97M-V functional and the def2-TZVPD basis)
C 2.13774 -1.22692 0.89031
P 1.38062 -0.38320 -0.53016
C 2.61433 0.95052 -0.77516
C -0.18212 0.53662 0.21058
C -0.32593 0.39599 1.68316
C -0.18605 2.06922 -0.11701
C -1.31880 -0.37903 -0.32016
C -1.37554 -0.63872 -1.85328
C -1.41955 -1.75544 0.34517
S -3.07914 0.23123 0.10340
H 3.03586 -1.68187 0.35323
H 1.37558 -1.94160 1.26690
H 2.46850 -0.58053 1.81670
H 3.54168 0.55213 -1.17431
H 2.77812 1.48357 0.13178
H 2.31719 1.55127 -1.61138
H -0.21061 -0.66266 1.94702
H 0.30849 0.97272 2.22947
H -1.32270 0.63592 2.09166
H -0.74473 2.15893 -1.10104
H 0.86244 2.35779 -0.04678
H -0.79925 2.64008 0.64055
H -1.90608 0.17633 -2.44726
H -0.40227 -0.53001 -2.28240
H -1.73474 -1.64908 -2.06674
H -1.80067 -1.60777 1.31935
H -0.45551 -2.14727 0.33381
H -2.08765 -2.41562 -0.04467
H -3.46921 0.88741 -0.99276
```

=====

A single C4H6N4 molecule, computed with the ωB97M-V functional and the def2-TZVPD basis.

Computed properties:
E_LUMO in eV: -0.009
Net charge: 0
Highest occupied orbital energy in eV: -10.3
Orbital gap in eV: 10.30
SMILES string: [H]/N=C(/C#N)N/C(C)=N/[H]

The geometry in XYZ format:
```
14
C4H6N4 (the ωB97M-V functional and the def2-TZVPD basis)
H 0.21343 1.69984 -0.82892
N -0.74918 1.51988 -0.60232
C -0.87954 0.32067 -0.18145
C -2.25030 -0.15812 0.11464
N -3.30556 -0.67413 0.29040
N 0.13755 -0.60205 0.11014
C 1.48354 -0.39653 0.00035
C 1.96619 0.94434 0.63507
N 2.24176 -1.28911 -0.42605
H 3.21736 -0.93882 -0.36603
H -0.11345 -1.53062 -0.01620
H 2.53809 0.67917 1.52145
H 2.67122 1.33444 -0.09785
H 1.28213 1.81175 0.77075
```